1.
DFT (ωB97M-V/def2-TZVPD) results for the molecule C4H3I.

Each line ends with the Mulliken charge.
Element x y z (Å)
1 C 1.091 0.353 0.181  -0.270
2 H 0.211 -1.502 -0.820  0.179
3 H 1.867 0.315 -0.616  0.230
4 I -3.268 -0.180 0.047  0.100
5 C 0.010 -0.713 0.014  -0.188
6 H 1.480 0.472 1.178  0.254
7 C -0.245 1.125 -0.157  -0.250
8 C -1.147 0.130 0.173  -0.054

Values from the calculation:
E_HOMO (alpha / beta)   -8.592 / -8.591 eV
Gap between HOMO and LUMO (alpha / beta)   8.64 / 8.63 eV
LUMO (alpha / beta)   0.043 / 0.043 eV
Total charge   0
ΔE to the lowest compared entry with this formula, charge and spin   217.95 kJ/mol
Electronic energy   -12292.2398 eV
SMILES   IC1=C2C[C@@H]12



2.
DFT (ωB97M-V/def2-TZVPD) results for a cluster of 2 separate species, C29H22F6N in total.

Each line ends with the Mulliken charge.
Element x y z (Å)
1 H -2.857 -0.687 0.801  0.835
2 C -3.083 5.873 4.585  -0.526
3 C -4.443 2.934 -1.599  0.768
4 H -2.983 1.084 4.373  0.217
5 H -4.172 0.289 -1.011  0.473
6 H -2.169 1.355 5.936  0.495
7 H -3.740 -0.781 6.407  0.267
8 C -2.813 0.390 0.644  -0.646
9 H -0.828 1.448 3.264  0.444
10 C -2.430 3.994 5.968  -0.303
11 C -0.258 -2.872 1.812  -1.110
12 F 1.232 -4.663 4.614  -0.258
13 C 0.456 -3.127 2.982  0.462
14 C -4.441 0.071 6.569  -0.244
15 H 1.411 -2.322 4.738  0.473
16 H -1.942 3.589 6.857  0.410
17 H -8.600 -1.285 9.706  0.364
18 H -1.924 6.045 6.401  0.395
19 C -3.756 5.001 3.727  -0.586
20 C -7.562 0.323 8.694  -0.467
21 C -2.043 2.624 1.254  -0.730
22 C -7.747 -1.011 9.083  -0.397
23 C -3.574 0.934 -0.375  -1.090
24 F -4.988 4.112 -1.159  -0.242
25 F -3.730 3.223 -2.731  -0.230
26 C -3.076 3.114 5.091  0.489
27 C -6.835 -1.994 8.673  -0.530
28 H 0.554 -0.038 4.349  0.428
29 H -6.315 1.702 7.565  0.422
30 F 1.977 -4.901 2.561  -0.223
31 H -4.316 2.940 3.345  0.497
32 F -5.481 2.129 -1.967  -0.253
33 C 0.273 -0.848 3.677  -0.880
34 C -2.431 5.369 5.713  -0.528
35 H -4.283 5.378 2.851  0.453
36 H -1.155 -1.369 0.609  0.796
37 C -0.728 -1.592 1.584  -0.295
38 F -0.102 -5.433 3.048  -0.238
39 N -4.296 1.212 6.039  -0.367
40 C -6.478 0.675 7.882  -0.408
41 H -2.863 4.240 0.104  0.470
42 C 0.889 -4.524 3.297  0.800
43 C -3.061 1.620 5.337  -0.817
44 C -5.573 -0.310 7.453  0.731
45 H -8.266 1.089 9.018  0.369
46 C -2.824 3.163 0.256  -0.832
47 C -5.751 -1.644 7.873  -0.502
48 C -1.997 1.215 1.471  1.118
49 C 0.780 -2.113 3.879  -0.750
50 C -3.767 3.629 3.990  -0.497
51 C -0.582 -0.563 2.572  0.724
52 C -3.580 2.314 -0.545  0.479
53 H -3.074 6.939 4.379  0.416
54 C -1.178 0.722 2.524  -0.329
55 H -6.979 -3.029 8.978  0.376
56 H -0.430 -3.659 1.077  0.438
57 H -1.418 3.275 1.867  0.372
58 H -5.031 -2.393 7.551  0.296

Values from the calculation:
E_HOMO   -10.974 eV
Gap between HOMO and LUMO   4.38 eV
LUMO   -6.590 eV
Total charge   +1
Electronic energy   -48217.7419 eV



3.
DFT (ωB97M-V/def2-TZVPD) results for a cluster of 2 separate species, C6H11N3O3 in total.

Each line ends with the Mulliken charge.
Element x y z (Å)
1 C 1.899 0.091 0.119  -0.286
2 N -4.174 -1.541 0.034  -0.530
3 H -2.456 1.794 -1.162  0.328
4 H 1.471 -2.063 -0.249  0.364
5 H 2.048 0.236 1.193  0.204
6 H 3.265 -0.072 -1.509  0.244
7 C -1.881 1.241 -0.409  0.179
8 C -2.481 -0.051 -0.003  -0.346
9 H -3.477 -2.247 0.301  0.240
10 N -3.628 -0.378 -0.430  -0.349
11 H 1.427 0.971 -0.262  0.340
12 N 3.181 -0.115 -0.497  -0.130
13 H -4.855 -1.887 -0.651  0.263
14 C 0.956 -1.093 -0.048  -0.122
15 C 4.344 -0.298 0.183  0.137
16 O 5.431 -0.448 -0.339  -0.565
17 H -0.898 3.062 0.400  0.262
18 H -1.919 -0.670 0.681  0.515
19 H 4.197 -0.296 1.273  0.262
20 O -0.472 1.237 -0.622  -0.436
21 C -0.985 1.972 0.484  -0.323
22 O -0.241 -1.005 0.035  -0.439
23 H -0.753 1.560 1.478  0.189

Values from the calculation:
E_HOMO   -8.781 eV
Gap between HOMO and LUMO   9.32 eV
LUMO   0.538 eV
Total charge   0
ΔE to the lowest compared entry with this formula, charge and spin   425.03 kJ/mol
Electronic energy   -17009.5664 eV
SMILES   N/N=C/[C@H]1CO1.O=CCNC=O



4.
DFT (ωB97M-V/def2-TZVPD) results for a structure of composition C26H64Cd2F6N4O8PS2.

Each line ends with the Mulliken charge.
Element x y z (Å)
1 C 2.473 2.306 -4.839  -0.333
2 C -1.005 -4.477 -3.526  -0.645
3 H -2.595 -2.820 -1.049  0.038
4 F -5.727 3.870 2.067  -0.308
5 H 0.438 -0.197 4.869  0.597
6 C 1.990 -4.348 0.136  -0.743
7 H 0.204 -6.237 -3.567  0.464
8 P -4.289 3.250 1.901  1.431
9 H 1.381 2.521 -0.583  -0.699
10 O 1.963 5.188 -3.363  -0.557
11 H 2.343 1.644 -5.687  0.348
12 H -2.850 -0.074 1.691  0.014
13 F -3.623 4.657 1.532  -0.340
14 H 1.749 1.703 5.189  0.473
15 H 3.163 3.642 1.596  0.464
16 H -1.120 4.137 3.027  0.023
17 S 1.105 4.206 -3.910  1.202
18 H 1.172 2.557 3.784  0.153
19 H 5.182 -3.579 -1.076  0.313
20 C 0.561 4.739 1.796  -0.926
21 H -3.057 -2.742 -3.811  0.343
22 O -0.216 4.512 -4.269  -0.576
23 H -2.252 -0.875 -1.963  -0.115
24 H -1.600 -2.348 -4.551  0.600
25 H 2.481 -1.724 0.609  0.190
26 H 1.127 0.177 3.337  -0.033
27 H -3.396 -1.153 2.928  0.525
28 C -2.204 -3.714 -1.530  -0.215
29 H 3.890 -2.698 0.471  0.626
30 N -0.935 0.552 3.413  1.356
31 C 4.577 -4.384 -1.492  -1.407
32 H -2.933 1.089 3.728  0.204
33 C 3.121 -2.205 -0.133  -0.740
34 O 1.130 2.909 -2.967  -0.250
35 C -1.267 -0.841 3.021  0.071
36 H -0.086 -4.038 0.829  -0.008
37 H 2.662 -4.782 -2.275  0.347
38 H 1.361 4.435 2.472  0.475
39 H -0.645 6.213 -0.129  0.369
40 H -1.578 -4.216 -0.789  0.112
41 C -0.628 5.053 2.692  -1.271
42 N -1.348 -3.320 -2.675  0.840
43 O 0.834 0.409 0.681  -1.148
44 H -1.389 5.639 2.176  0.232
45 H 1.071 0.980 -3.802  -0.154
46 H -0.468 -4.144 -4.415  0.572
47 F -2.726 2.551 1.740  -1.005
48 H 1.061 -4.603 2.067  0.517
49 H 4.314 -0.419 -0.436  0.466
50 C 1.550 3.292 0.161  0.239
51 H 5.107 -4.699 -2.390  0.431
52 H 1.922 4.182 -0.352  0.539
53 H 3.307 -3.204 -2.723  0.568
54 H 0.543 -5.168 -2.183  0.007
55 O -0.387 -1.550 -0.189  -1.399
56 C 2.668 2.823 1.072  -1.779
57 Cd 0.601 -2.354 -1.884  2.135
58 H 3.517 2.524 -4.620  0.280
59 C -0.712 4.030 -0.160  0.272
60 H 0.136 2.352 5.264  0.311
61 H 2.915 -4.616 0.653  0.445
62 C -2.161 -0.938 -3.048  -0.656
63 H -0.634 3.329 -0.994  0.069
64 C 3.183 -3.904 -1.894  -0.684
65 C 0.390 0.543 4.060  -0.664
66 S -0.008 -0.122 -0.425  1.971
67 H 2.317 2.105 1.817  0.046
68 C -2.062 -2.360 -3.560  -0.635
69 H 3.071 -0.731 -1.726  -0.182
70 H -1.735 3.983 0.209  -0.282
71 N 0.288 3.603 0.889  1.823
72 N 2.331 -3.258 -0.830  1.276
73 H 2.471 1.389 -2.850  -0.053
74 C -2.001 1.098 4.293  -0.607
75 H -1.882 2.177 4.399  0.247
76 H -1.917 -4.918 -3.950  0.453
77 H -0.437 -1.230 2.425  -0.476
78 C 1.760 1.790 -3.572  0.471
79 C -2.216 0.420 5.635  -1.651
80 F -4.802 1.760 2.273  -0.366
81 H -1.124 5.480 -1.707  0.457
82 O 1.802 3.529 -5.162  -0.383
83 C -0.241 -5.585 -2.821  -1.304
84 F -3.927 3.479 3.451  -0.364
85 C -3.383 -4.627 -1.845  -1.510
86 C 0.855 1.894 4.590  -1.301
87 H -4.082 -4.168 -2.547  0.333
88 H 3.462 2.340 0.500  0.423
89 H -2.846 1.079 6.228  0.478
90 H -3.043 -0.456 -3.466  0.511
91 Cd -0.704 1.661 1.461  3.212
92 H 4.549 -5.207 -0.782  0.332
93 H 0.537 5.469 -1.177  0.341
94 F -4.508 2.924 0.353  -0.371
95 H -2.520 -1.806 1.542  -0.002
96 H -2.684 -0.558 5.544  0.314
97 H 1.679 -5.236 -0.414  0.635
98 H -1.319 -1.471 3.916  0.789
99 C -0.494 5.390 -0.826  -1.693
100 H 0.890 5.605 1.224  0.521
101 H 4.508 -1.629 -1.683  0.388
102 H -0.896 -6.145 -2.153  0.278
103 H -1.308 -0.306 -3.308  -0.063
104 H 1.111 -2.959 1.519  0.192
105 H -0.312 5.631 3.559  0.511
106 H -3.145 -5.592 -2.292  0.300
107 C -2.565 -0.974 2.244  -1.100
108 C 3.777 -1.162 -1.014  -1.228
109 H -1.273 0.291 6.172  0.271
110 C 0.942 -3.982 1.181  -1.188
111 H -3.921 -4.797 -0.915  0.459
112 O 0.818 -0.237 -1.680  -1.875
113 O -1.177 0.777 -0.405  -1.398

Values from the calculation:
E_HOMO   -12.239 eV
Gap between HOMO and LUMO   8.59 eV
LUMO   -3.646 eV
Total charge   +1
ΔE to the lowest compared entry with this formula, charge and spin   0.00 kJ/mol
Electronic energy   -106735.0302 eV



5.
DFT (ωB97M-V/def2-TZVPD) results for a cluster of 9 separate species, C13H33Cl4F6N3O9S in total.

Each line ends with the Mulliken charge.
Element x y z (Å)
1 N 0.382 0.253 -0.837  -0.331
2 H 1.154 -3.755 -0.660  0.268
3 C -0.720 3.790 -5.001  -0.387
4 H -2.722 2.798 -4.612  0.275
5 H -3.598 -3.937 -1.217  0.206
6 H -0.643 -3.031 3.032  0.247
7 O 1.927 -3.938 3.350  -0.839
8 H -2.914 -6.105 -2.184  0.219
9 H -2.618 -3.827 -2.657  0.232
10 H 2.234 -1.158 3.776  0.194
11 O -0.951 -6.172 -1.688  -0.933
12 C 3.288 4.302 1.807  -0.451
13 C 3.226 4.306 3.331  -0.383
14 H -2.862 4.462 -4.967  0.323
15 F -4.427 2.166 6.425  -0.225
16 Cl 1.502 4.384 3.775  -0.202
17 O 2.997 -1.202 1.926  -0.781
18 F 4.481 0.803 -6.142  -0.248
19 C -2.284 -5.633 -1.430  -0.508
20 H 3.729 3.399 3.666  0.341
21 H 0.950 0.279 -1.671  0.242
22 H 2.984 -3.141 4.838  0.284
23 C -3.598 2.566 0.563  -1.273
24 N 2.139 -3.549 -0.566  -0.274
25 C 3.002 -3.106 3.748  -0.687
26 S 3.563 -1.187 -4.509  1.103
27 C -2.279 3.579 -5.229  -0.424
28 C 4.065 -0.535 -6.266  0.517
29 H 3.880 -3.584 3.314  0.267
30 H -2.633 -6.085 -0.501  0.210
31 Cl -0.221 3.848 -3.341  -0.184
32 Cl -2.666 3.092 -6.909  -0.196
33 H -0.313 2.885 -5.452  0.283
34 H 0.122 1.227 -0.786  0.384
35 N -1.587 -2.674 2.977  -0.436
36 C -3.818 1.693 4.185  0.241
37 H 3.991 -1.229 3.743  0.255
38 C -3.347 1.510 1.777  -0.144
39 C -4.587 2.622 5.156  0.881
40 O 2.980 -2.508 -4.708  -0.643
41 C 3.086 -1.604 3.265  -0.427
42 H 3.660 5.222 3.729  0.301
43 H -2.875 3.380 0.551  0.350
44 H -3.925 0.586 1.817  0.309
45 C -2.584 -4.069 -1.594  -0.525
46 O -3.316 0.579 4.508  -0.511
47 O 4.757 -1.244 -3.632  -0.660
48 O -3.761 2.252 2.903  -0.176
49 Cl 4.962 4.484 1.155  -0.208
50 H 2.269 -2.717 -0.009  0.135
51 F 3.099 -0.531 -7.210  -0.219
52 H -0.305 -0.488 -0.849  0.297
53 H 2.580 -3.501 -1.473  0.348
54 H -0.290 4.690 -5.441  0.314
55 H -3.739 2.107 -0.415  0.382
56 H 2.857 3.441 1.296  0.277
57 H 1.061 0.006 -0.131  0.285
58 H -1.558 -1.819 3.514  0.339
59 O -1.791 -3.164 -0.890  -0.701
60 H 2.554 -4.071 0.193  0.398
61 F -4.169 3.903 5.083  -0.220
62 H 2.709 5.170 1.494  0.320
63 O 2.571 -0.228 -4.006  -0.658
64 H -2.316 -3.240 3.388  0.378
65 H -1.717 -2.549 1.984  0.288
66 H -2.288 1.271 1.869  0.225
67 F 5.059 -1.256 -6.693  -0.191
68 H -4.476 3.202 0.671  0.366
69 F -5.925 2.576 4.869  -0.240

Values from the calculation:
E_HOMO   0.284 eV
Gap between HOMO and LUMO   2.26 eV
LUMO   2.548 eV
Total charge   -2
ΔE to the lowest compared entry with this formula, charge and spin   946.24 kJ/mol
Electronic energy   -114133.2285 eV



6.
DFT (ωB97M-V/def2-TZVPD) results for the ion C6H6N3 with charge +1.

Each line ends with the Mulliken charge.
Element x y z (Å)
1 C 0.908 2.239 0.376  -0.404
2 C 0.879 -1.327 0.489  -0.165
3 C 1.659 1.180 0.896  -0.014
4 H 2.448 1.203 1.620  0.409
5 C -2.118 -0.602 -1.142  0.029
6 N -0.245 1.813 -0.129  -0.444
7 H -0.485 -2.818 -0.269  0.337
8 C -0.255 -1.688 -0.133  -0.406
9 C -0.226 0.539 -0.258  -0.014
10 H -2.883 0.208 -1.402  0.290
11 H 1.219 3.246 0.657  0.367
12 H -2.637 -1.495 -1.582  0.247
13 N 1.047 0.038 0.552  0.124
14 H 1.647 -1.946 0.912  0.460
15 N -0.958 -0.588 -0.588  0.184

Values from the calculation:
E_HOMO (alpha / beta)   -13.014 / -13.014 eV
Gap between HOMO and LUMO (alpha / beta)   6.76 / 6.76 eV
LUMO (alpha / beta)   -6.254 / -6.253 eV
Total charge   +1
ΔE to the lowest compared entry with this formula, charge and spin   268.48 kJ/mol
Electronic energy   -10778.8747 eV
SMILES   C=[n+]1ccn2ccnc21



7.
DFT (ωB97M-V/def2-TZVPD) results for a cluster of 2 separate species, C3H6N3P in total.

Each line ends with the Mulliken charge.
Element x y z (Å)
1 P -2.595 -0.193 0.062  0.024
2 N -0.386 1.606 0.155  0.434
3 N 0.760 2.155 0.321  -0.943
4 H -2.479 -0.843 -1.208  0.066
5 H 2.427 -2.085 -0.276  0.272
6 H 0.728 2.711 1.173  0.210
7 C 1.972 -1.094 0.071  -0.841
8 H 2.109 -0.409 -0.735  0.289
9 H 2.456 -0.506 0.859  0.321
10 H -3.621 0.502 -0.316  0.030
11 C -1.373 1.106 -0.258  0.164
12 C 0.528 -1.307 0.085  0.386
13 N -0.526 -1.642 0.068  -0.413

Values from the calculation:
E_HOMO   -8.100 eV
Gap between HOMO and LUMO   8.84 eV
LUMO   0.737 eV
Total charge   0
ΔE to the lowest compared entry with this formula, charge and spin   430.13 kJ/mol
Electronic energy   -16962.9001 eV
SMILES   [H]/N=N/C#[PH2].CC#N